Model a:
# H2N5O2

A 2-piece molecular cluster, H2N5O2 overall (ωB97M-V/def2-TZVPD, the Open Molecules 2025 dataset).

Computed properties:
Total charge ... -1
LUMO energy (spin up / spin down) ... 4.67 / 4.67 eV
HOMO level (spin up / spin down) ... -0.09719 / -0.09703 hartree
HOMO-LUMO gap (spin up / spin down) ... 0.2686 / 0.2685 Ha

Geometry (Å):
N: -1.716 -0.513 -0.053
N: 0.171 -0.527 -0.608
N: 0.981 0.069 0.241
N: -2.411 0.211 -0.648
N: 1.820 -0.459 1.061
O: -2.515 1.059 -1.545
O: 2.438 0.545 1.664
H: 0.223 -1.546 -0.424
H: 1.008 1.160 0.312

Atom-resolved charges from Mulliken, all expressed in e: atom 1 (N): -0.09, atom 2 (N): -0.68, atom 3 (N): 0.53, atom 4 (N): 0.24, atom 5 (N): -0.37, atom 6 (O): -0.55, atom 7 (O): -0.64, atom 8 (H): 0.29, atom 9 (H): 0.26


Model b:
# H2N5O2

An isolated ion of composition H2N5O2 and charge -1 (ωB97M-V/def2-TZVPD, the Open Molecules 2025 dataset).

Computed properties:
Total charge ... -1
LUMO energy (spin up / spin down) ... 5.07 / 5.07 eV
SMILES ... [O-]N1NNN=[N+]1[O-]
HOMO level (spin up / spin down) ... -0.08624 / -0.08620 hartree
HOMO-LUMO gap (spin up / spin down) ... 0.2725 / 0.2725 Ha

Geometry (Å):
O: -0.179 -1.336 2.368
N: 0.169 -1.137 1.189
N: 0.076 0.260 0.664
N: -0.009 -0.063 -0.784
N: -0.360 -1.385 -0.983
N: -0.312 -1.939 0.168
O: -0.471 -3.142 0.420
H: -0.736 0.836 1.204
H: 0.963 0.200 -1.207

Atom-resolved charges from Mulliken, all expressed in e: atom 1 (O): -0.77, atom 2 (N): 0.19, atom 3 (N): -0.34, atom 4 (N): -0.17, atom 5 (N): -0.66, atom 6 (N): 1.06, atom 7 (O): -0.77, atom 8 (H): 0.22, atom 9 (H): 0.24


Which of them is the most stable? Correct choice: model a.


Model a:
# C5H8

The molecule C5H8 (ωB97M-V/def2-TZVPD, the Open Molecules 2025 dataset).

Computed properties:
LUMO energy ... 1.26 eV
SMILES ... C=CCC=C
HOMO level ... -0.34395 hartree
HOMO-LUMO gap ... 0.3902 Ha

Geometry (Å):
C: 0.804 -1.841 0.940
C: 0.230 -1.388 -0.172
C: -0.763 -0.265 -0.145
C: -0.224 0.997 -0.807
C: -0.092 2.114 -0.103
H: 1.769 -2.320 0.831
H: 0.462 -1.429 1.878
H: 0.637 -1.601 -1.154
H: -1.698 -0.485 -0.676
H: -1.146 0.074 0.820
H: -0.080 0.964 -1.884
H: -0.057 3.129 -0.485
H: 0.157 2.052 0.956

Atom-resolved charges from Mulliken, all expressed in e: atom 1 (C): -0.66, atom 2 (C): -0.14, atom 3 (C): -0.73, atom 4 (C): -0.10, atom 5 (C): -0.70, atom 6 (H): 0.25, atom 7 (H): 0.28, atom 8 (H): 0.29, atom 9 (H): 0.29, atom 10 (H): 0.37, atom 11 (H): 0.32, atom 12 (H): 0.27, atom 13 (H): 0.24


Model b:
# C5H8

The molecule C5H8 (ωB97M-V/def2-TZVPD, the Open Molecules 2025 dataset).

Computed properties:
LUMO energy ... 1.03 eV
SMILES ... C=C=C(C)C
HOMO level ... -0.31204 hartree
HOMO-LUMO gap ... 0.3498 Ha

Geometry (Å):
C: -0.796 -0.966 2.017
C: -0.354 -0.672 0.829
C: 0.079 -0.019 -0.208
C: 1.566 0.142 -0.333
C: -0.835 0.609 -1.222
H: -1.315 0.007 2.094
H: -0.979 -1.985 2.369
H: 2.064 -0.498 0.400
H: 1.899 -0.156 -1.334
H: 1.868 1.177 -0.156
H: -0.600 1.679 -1.325
H: -1.886 0.532 -0.928
H: -0.709 0.150 -2.204

Atom-resolved charges from Mulliken, all expressed in e: atom 1 (C): -0.76, atom 2 (C): -0.06, atom 3 (C): 0.69, atom 4 (C): -1.14, atom 5 (C): -1.18, atom 6 (H): 0.29, atom 7 (H): 0.27, atom 8 (H): 0.34, atom 9 (H): 0.31, atom 10 (H): 0.29, atom 11 (H): 0.31, atom 12 (H): 0.33, atom 13 (H): 0.31


Which of them is the most stable? Correct choice: model a.


Model a:
# C5H8

The molecule C5H8 (ωB97M-V/def2-TZVPD, the Open Molecules 2025 dataset).

Computed properties:
LUMO energy ... 1.17 eV
SMILES ... C=CC(=C)C
HOMO level ... -0.33688 hartree
HOMO-LUMO gap ... 0.3801 Ha

Geometry (Å):
C: 0.681 -0.254 -1.844
C: 0.488 0.491 -0.769
C: -0.302 0.062 0.388
C: -1.443 -0.545 0.379
C: 0.467 0.292 1.626
H: 1.416 -0.089 -2.621
H: 0.181 -1.247 -1.917
H: 1.029 1.399 -0.750
H: -2.010 -0.765 1.241
H: -2.099 -0.587 -0.520
H: 0.149 -0.364 2.521
H: 1.517 -0.003 1.510
H: 0.476 1.384 1.854

Atom-resolved charges from Mulliken, all expressed in e: atom 1 (C): -0.71, atom 2 (C): -0.26, atom 3 (C): 0.66, atom 4 (C): -0.88, atom 5 (C): -1.18, atom 6 (H): 0.28, atom 7 (H): 0.24, atom 8 (H): 0.32, atom 9 (H): 0.34, atom 10 (H): 0.27, atom 11 (H): 0.31, atom 12 (H): 0.33, atom 13 (H): 0.28


Model b:
# C5H8

The molecule C5H8 (ωB97M-V/def2-TZVPD, the Open Molecules 2025 dataset).

Computed properties:
LUMO energy ... 1.22 eV
SMILES ... C1=CCCC1
HOMO level ... -0.32810 hartree
HOMO-LUMO gap ... 0.3729 Ha

Geometry (Å):
C: -1.227 0.714 0.012
C: -0.033 1.406 -0.047
C: 1.205 0.431 0.094
C: 0.557 -0.976 -0.097
C: -0.973 -0.743 0.071
H: -2.202 1.153 -0.085
H: 0.288 2.475 -0.110
H: 1.592 0.476 1.116
H: 1.889 0.702 -0.697
H: 0.890 -1.692 0.718
H: 0.835 -1.441 -1.117
H: -1.407 -1.265 0.929
H: -1.414 -1.241 -0.787

Atom-resolved charges from Mulliken, all expressed in e: atom 1 (C): -0.39, atom 2 (C): -0.33, atom 3 (C): -0.57, atom 4 (C): -0.48, atom 5 (C): -0.59, atom 6 (H): 0.41, atom 7 (H): 0.34, atom 8 (H): 0.25, atom 9 (H): 0.33, atom 10 (H): 0.21, atom 11 (H): 0.27, atom 12 (H): 0.32, atom 13 (H): 0.23


Model c:
# C5H8

The molecule C5H8 (ωB97M-V/def2-TZVPD, the Open Molecules 2025 dataset).

Computed properties:
LUMO energy ... 0.00 eV
HOMO level ... -0.35676 hartree
HOMO-LUMO gap ... 0.3566 Ha

Geometry (Å):
C: -1.510 0.461 -0.457
C: -0.744 -0.508 0.445
C: 0.877 0.401 1.974
C: 0.666 -0.023 0.758
C: 1.744 -0.064 -0.298
H: -1.672 1.414 0.058
H: -2.487 0.046 -0.726
H: -0.967 0.667 -1.386
H: -0.656 -1.495 -0.027
H: -1.302 -0.658 1.377
H: 2.691 0.337 0.075
H: 1.911 -1.099 -0.616
H: 1.449 0.520 -1.177

Atom-resolved charges from Mulliken, all expressed in e: atom 1 (C): -1.02, atom 2 (C): -0.55, atom 3 (C): -0.27, atom 4 (C): 0.52, atom 5 (C): -1.13, atom 6 (H): 0.30, atom 7 (H): 0.32, atom 8 (H): 0.31, atom 9 (H): 0.29, atom 10 (H): 0.33, atom 11 (H): 0.34, atom 12 (H): 0.29, atom 13 (H): 0.29


Model d:
# C5H8

The molecule C5H8 (ωB97M-V/def2-TZVPD, the Open Molecules 2025 dataset).

Computed properties:
LUMO energy ... 1.14 eV
SMILES ... CC1=C[C@@H]1C
HOMO level ... -0.32855 hartree
HOMO-LUMO gap ... 0.3703 Ha

Geometry (Å):
C: -0.768 -1.448 1.074
C: 0.070 -0.347 0.723
C: 0.392 0.869 0.948
C: 0.853 0.389 -0.366
C: 0.127 0.929 -1.578
H: -1.634 -1.373 1.942
H: -0.162 -2.300 1.476
H: -1.315 -1.843 0.224
H: 0.436 1.639 1.658
H: 1.976 0.350 -0.487
H: -0.016 2.098 -1.487
H: -0.795 0.322 -1.704
H: 0.834 0.716 -2.422

Atom-resolved charges from Mulliken, all expressed in e: atom 1 (C): -0.95, atom 2 (C): 0.23, atom 3 (C): -0.50, atom 4 (C): -0.17, atom 5 (C): -0.87, atom 6 (H): 0.24, atom 7 (H): 0.26, atom 8 (H): 0.28, atom 9 (H): 0.41, atom 10 (H): 0.31, atom 11 (H): 0.22, atom 12 (H): 0.27, atom 13 (H): 0.27


Which of them is the most stable? Correct choice: model b.


Model a:
# C5H8

The molecule C5H8 (ωB97M-V/def2-TZVPD, the Open Molecules 2025 dataset).

Computed properties:
LUMO energy ... 0.15 eV
HOMO level ... -0.28975 hartree
HOMO-LUMO gap ... 0.2952 Ha

Geometry (Å):
C: -1.476 -0.038 -0.679
C: -0.723 0.619 0.483
C: 0.441 -0.202 0.965
C: 1.590 -0.358 0.210
C: 2.321 -0.194 -0.866
H: -0.788 -0.234 -1.509
H: -1.921 -0.990 -0.371
H: -2.278 0.614 -1.040
H: -0.331 1.591 0.151
H: -1.408 0.798 1.320
H: 0.328 -0.780 1.880
H: 1.216 -1.460 0.388
H: 3.030 0.635 -0.930

Atom-resolved charges from Mulliken, all expressed in e: atom 1 (C): -1.13, atom 2 (C): -0.34, atom 3 (C): -0.39, atom 4 (C): 0.04, atom 5 (C): -0.43, atom 6 (H): 0.33, atom 7 (H): 0.33, atom 8 (H): 0.32, atom 9 (H): 0.28, atom 10 (H): 0.28, atom 11 (H): 0.34, atom 12 (H): 0.16, atom 13 (H): 0.19


Model b:
# C5H8

A 2-piece molecular cluster, C5H8 overall (ωB97M-V/def2-TZVPD, the Open Molecules 2025 dataset).

Computed properties:
LUMO energy (spin up / spin down) ... 0.09 / 0.09 eV
HOMO level (spin up / spin down) ... -0.30739 / -0.27260 hartree
HOMO-LUMO gap (spin up / spin down) ... 0.3106 / 0.2760 Ha

Geometry (Å):
C: -0.296 -0.748 0.913
C: -1.307 -0.209 -0.122
C: -0.557 0.959 -0.735
C: 0.760 0.901 -0.441
C: 1.042 -0.184 0.426
H: -0.277 -1.834 1.024
H: -0.551 -0.348 1.915
H: -1.537 -0.990 -0.864
H: -2.268 0.097 0.310
H: -1.045 1.717 -1.336
H: 1.684 1.206 -0.972
H: 2.375 -0.182 -1.034
H: 1.977 -0.386 0.916

Atom-resolved charges from Mulliken, all expressed in e: atom 1 (C): -0.56, atom 2 (C): -0.53, atom 3 (C): -0.46, atom 4 (C): -0.43, atom 5 (C): -0.35, atom 6 (H): 0.32, atom 7 (H): 0.23, atom 8 (H): 0.23, atom 9 (H): 0.30, atom 10 (H): 0.39, atom 11 (H): 0.34, atom 12 (H): 0.08, atom 13 (H): 0.41


Which of them is the most stable? Correct choice: model b.